(1)
Molecular formula: C57H64N11O2SiY
Method: DFT, ωB97M-V/def2-TZVPD

```
136
Properties=species:S:1:pos:R:3:forces:R:3
Y -0.537 -0.487 -0.419 -0.79 0.19 -0.30
O -0.015 -1.402 -4.974 -0.06 -0.04 0.16
C 0.053 -1.474 -3.751 -0.14 0.18 0.08
N -0.860 -1.027 -2.850 -0.30 -0.07 -0.02
C -2.152 -0.895 -3.359 0.32 0.15 -0.01
O -2.762 -1.723 -3.994 0.03 -0.24 -0.07
C -2.778 0.451 -3.129 0.17 0.02 0.07
C -3.673 0.923 -4.080 -0.09 0.01 -0.03
C -4.098 2.236 -3.996 -0.03 0.00 -0.02
C -3.626 3.013 -2.951 -0.03 0.05 0.07
C -2.774 2.433 -2.025 0.08 -0.05 0.10
N -2.337 1.175 -2.103 -0.03 0.25 -0.12
C 1.303 -2.066 -3.146 0.01 -0.06 0.16
C 2.234 -2.657 -3.988 0.06 -0.03 -0.06
C 3.312 -3.324 -3.431 0.02 0.02 -0.06
C 3.417 -3.381 -2.050 0.09 -0.15 -0.03
C 2.458 -2.738 -1.291 -0.38 -0.15 -0.05
N 1.422 -2.078 -1.815 -0.19 0.22 0.08
H -3.983 0.256 -4.873 0.00 0.02 0.02
H -4.778 2.647 -4.734 0.04 -0.02 0.04
H -3.928 4.047 -2.827 0.03 -0.07 -0.02
H -2.439 3.010 -1.170 -0.04 -0.08 -0.07
H 2.066 -2.591 -5.054 0.01 -0.01 0.02
H 4.049 -3.804 -4.064 -0.04 0.02 0.04
H 4.223 -3.909 -1.552 -0.06 0.04 -0.05
H 2.516 -2.759 -0.214 -0.09 -0.09 -0.02
C -6.542 -4.408 2.381 0.04 0.05 -0.04
C -5.606 -3.332 1.882 -0.06 -0.04 0.07
C -5.564 -2.065 2.462 -0.02 0.10 0.08
C -4.666 -1.115 2.028 -0.03 0.06 0.10
C -3.762 -1.317 0.960 0.20 0.40 0.24
N -2.882 -0.291 0.580 0.23 -0.24 -0.24
C -3.499 0.964 0.631 0.02 -0.34 -0.08
C -4.764 1.183 0.052 -0.12 -0.05 -0.12
C -5.393 2.409 0.057 -0.06 0.05 -0.04
C -4.792 3.535 0.627 -0.02 0.05 -0.06
C -5.438 4.901 0.577 0.06 -0.11 0.00
C -3.554 3.345 1.210 0.15 0.01 0.15
C -2.937 2.091 1.233 0.34 0.15 0.25
N -1.717 1.984 1.974 -0.17 0.04 -0.12
C -1.490 2.466 3.215 -0.07 -0.04 -0.03
C -0.179 2.194 3.531 0.06 0.08 0.01
C 0.317 1.527 2.402 0.27 0.14 0.02
N -0.609 1.408 1.463 -0.25 -0.09 -0.19
C -3.815 -2.590 0.398 0.09 -0.34 -0.24
C -4.701 -3.569 0.869 0.15 -0.04 -0.22
N -2.935 -2.995 -0.664 -0.19 0.26 0.28
C -3.250 -3.894 -1.623 -0.13 0.08 0.04
C -2.081 -4.429 -2.094 0.17 -0.19 -0.07
C -1.081 -3.791 -1.346 -0.01 -0.04 -0.06
N -1.586 -2.907 -0.494 -0.21 -0.09 -0.11
H -7.525 -3.996 2.620 0.06 -0.02 -0.03
H -6.156 -4.881 3.289 -0.01 0.04 -0.04
H -6.678 -5.193 1.633 0.02 0.07 0.05
H -6.232 -1.828 3.287 0.07 -0.01 -0.08
H -4.642 -0.153 2.529 -0.02 -0.04 -0.03
H -5.248 0.335 -0.421 0.01 0.04 0.02
H -6.365 2.509 -0.419 0.07 -0.02 0.03
H -6.473 4.831 0.242 0.02 -0.01 0.02
H -4.912 5.567 -0.114 -0.02 -0.04 0.02
H -5.434 5.385 1.557 0.00 -0.03 -0.02
H -3.041 4.182 1.682 -0.03 -0.09 -0.05
H -2.284 2.932 3.782 0.11 -0.05 -0.12
H 0.341 2.423 4.450 -0.09 -0.07 -0.15
H 1.295 1.104 2.222 -0.01 0.10 -0.03
H -4.659 -4.556 0.421 0.02 0.05 -0.01
H -4.279 -4.071 -1.905 0.18 0.04 0.11
H -1.962 -5.159 -2.881 0.00 0.16 0.13
H -0.017 -3.927 -1.399 0.03 0.03 -0.06
C 0.558 -1.531 1.479 0.23 -0.02 0.06
Si 2.219 -1.622 2.242 0.01 0.03 0.24
C 3.528 -0.294 1.770 0.25 0.21 -0.39
N 3.229 0.587 0.617 -0.21 -0.16 0.25
C 3.682 1.970 0.773 0.04 -0.27 -0.11
C 5.170 2.184 0.514 0.09 -0.02 -0.01
C 5.543 1.646 -0.867 -0.06 -0.02 0.00
C 5.149 0.172 -0.953 0.05 0.06 -0.04
C 3.660 0.002 -0.659 0.06 0.14 0.42
C 2.139 -1.490 4.140 -0.04 0.09 0.19
C 3.081 -2.114 4.967 0.00 0.09 0.07
C 3.041 -1.970 6.351 -0.07 0.03 -0.08
C 2.051 -1.197 6.948 0.06 -0.05 -0.08
C 1.099 -0.574 6.151 0.03 -0.02 -0.10
C 1.146 -0.723 4.767 0.02 -0.13 0.01
C 3.029 -3.314 1.972 0.15 -0.19 0.03
C 2.245 -4.472 2.076 0.10 -0.10 -0.02
C 2.807 -5.741 1.972 -0.02 0.18 -0.03
C 4.175 -5.885 1.762 -0.02 0.11 0.03
C 4.974 -4.753 1.657 -0.12 0.09 -0.01
C 4.403 -3.484 1.762 0.02 -0.11 -0.08
H -0.097 -1.140 2.277 -0.08 -0.07 -0.21
H 0.253 -2.580 1.357 -0.04 0.05 -0.07
H 4.501 -0.792 1.617 -0.07 0.13 0.18
H 3.672 0.319 2.666 -0.06 0.07 -0.08
H 3.430 2.318 1.775 -0.13 -0.03 0.07
H 3.113 2.581 0.067 -0.08 0.06 -0.14
H 5.755 1.657 1.277 -0.02 0.04 -0.02
H 5.401 3.250 0.605 0.04 -0.05 -0.02
H 6.609 1.779 -1.064 -0.01 0.01 -0.01
H 4.996 2.212 -1.635 0.07 -0.04 0.06
H 5.745 -0.403 -0.235 -0.01 0.00 -0.03
H 5.357 -0.240 -1.946 0.05 0.02 0.04
H 3.411 -1.059 -0.641 0.14 0.57 0.08
H 3.090 0.463 -1.473 -0.12 0.05 0.01
H 3.859 -2.734 4.528 -0.08 0.05 0.03
H 3.781 -2.469 6.966 -0.02 0.01 -0.01
H 2.015 -1.091 8.026 0.01 -0.01 -0.05
H 0.313 0.021 6.606 0.05 -0.05 -0.04
H 0.376 -0.246 4.167 0.12 -0.13 0.15
H 1.172 -4.383 2.243 0.17 -0.01 -0.01
H 2.175 -6.617 2.054 0.02 0.01 0.01
H 4.617 -6.872 1.688 -0.03 0.03 -0.01
H 6.042 -4.853 1.496 -0.04 0.00 0.01
H 5.051 -2.613 1.669 -0.10 -0.25 0.05
C 1.108 5.194 -0.699 0.00 0.04 -0.01
C -0.058 4.641 -1.515 0.18 -0.02 -0.08
N 0.337 3.783 -2.631 0.07 0.06 -0.06
C 0.520 4.410 -3.946 0.02 -0.01 0.18
C 1.921 4.960 -4.211 0.02 -0.02 0.08
C 0.564 2.451 -2.444 -0.06 -0.07 0.18
C 0.996 1.647 -3.636 -0.06 0.00 -0.06
N 0.406 1.831 -1.319 0.23 -0.39 0.11
H 0.731 5.774 0.150 0.04 -0.07 -0.09
H 1.744 5.847 -1.300 -0.06 -0.06 0.04
H 1.726 4.385 -0.309 -0.01 -0.02 0.02
H -0.647 5.458 -1.928 -0.04 0.07 -0.05
H -0.730 4.091 -0.857 -0.03 -0.03 -0.01
H -0.207 5.217 -4.016 -0.08 0.07 -0.01
H 0.251 3.694 -4.717 -0.03 -0.06 -0.02
H 2.134 5.830 -3.588 0.00 -0.06 -0.02
H 2.018 5.264 -5.258 -0.03 -0.03 0.10
H 2.682 4.203 -4.003 -0.04 0.06 -0.04
H 0.148 1.435 -4.295 0.06 0.02 0.05
H 1.383 0.700 -3.284 0.04 -0.08 0.03
H 1.769 2.150 -4.216 -0.03 -0.02 0.02
H 0.130 2.439 -0.556 0.05 0.06 0.03
```
Forces are in eV/Å.

Multiplicity   1
E_HOMO   -0.24862 hartree
HOMO-LUMO gap   7.17 eV
Net charge   0
Relative energy (zero: lowest compared OMol25 entry of this formula, charge and spin)   31.5 kcal per mole

These are the Mulliken partial charges, in e, on atoms 1 to 2: number 1, Y, carries -0.710; number 2, O, carries -0.747

=====

(2)
Molecular formula: C57H77N16
Method: DFT, ωB97M-V/def2-TZVPD

```
150
Properties=species:S:1:pos:R:3:forces:R:3
N -3.152 -1.713 2.050 1.30 0.28 -0.91
C -2.181 -1.808 1.025 1.37 -0.56 0.14
N -2.523 -1.817 -0.268 -0.56 0.44 0.24
N -0.822 -1.837 1.287 -2.54 0.24 0.76
C -0.348 -0.473 0.777 0.92 0.21 -0.69
C 0.444 -0.528 -0.536 0.28 0.08 0.53
C 0.656 0.866 -1.166 -0.40 -0.07 -0.36
C -0.589 1.758 -1.119 1.02 0.41 -0.40
N -0.822 2.396 0.180 -0.68 -0.85 -2.45
C 0.003 2.512 1.243 0.00 0.14 0.57
C -0.703 3.154 2.240 0.46 -0.33 -0.49
C -1.980 3.428 1.692 -0.63 0.59 1.20
C -2.040 2.965 0.403 0.21 0.15 1.43
H -2.742 -2.177 2.866 -0.27 0.34 0.24
H -3.201 -0.708 2.267 -0.62 -0.16 0.28
H -2.232 -2.571 -0.878 0.77 0.56 -0.18
H -3.018 -1.008 -0.627 -0.83 -0.68 -0.14
H -0.780 -1.764 2.302 0.74 -0.48 -0.09
H -1.224 0.185 0.722 0.29 0.00 -0.02
H 0.302 -0.070 1.558 -0.30 -0.23 0.11
H 1.434 -0.931 -0.290 -0.24 -0.22 -0.19
H -0.024 -1.211 -1.253 -0.01 0.17 0.08
H 1.526 1.389 -0.757 -0.18 -0.14 0.10
H 0.889 0.710 -2.226 0.02 0.00 0.19
H -1.457 1.172 -1.452 -0.03 0.15 0.38
H -0.486 2.564 -1.857 -0.03 -0.24 0.01
H 1.001 2.102 1.223 -0.06 0.19 0.05
H -0.291 3.358 3.217 -0.29 0.14 -0.04
H -2.768 3.920 2.249 0.02 0.00 -0.28
H -2.857 3.023 -0.299 0.30 -0.14 -0.20
N -1.334 -4.579 4.357 0.11 0.31 0.08
C -2.522 -4.849 4.978 -0.52 0.02 -0.19
C -2.277 -5.079 6.300 0.11 0.02 0.05
C -0.874 -4.938 6.497 0.03 0.07 -0.14
C -0.318 -4.626 5.284 0.06 0.06 0.03
H -1.242 -4.373 3.380 0.21 -0.29 -0.03
H -3.442 -4.855 4.415 -0.03 -0.09 0.06
H -3.017 -5.319 7.047 0.03 0.04 0.02
H -0.337 -5.050 7.424 0.00 -0.02 -0.01
H 0.703 -4.434 4.999 0.01 -0.07 0.02
N 1.212 4.216 -3.319 -0.04 0.01 -0.03
C 1.505 5.495 -3.713 -0.01 0.01 0.03
C 1.484 5.528 -5.082 -0.08 -0.04 0.06
C 1.160 4.219 -5.532 -0.02 -0.02 -0.05
C 0.997 3.434 -4.424 -0.01 -0.06 0.07
H 1.164 3.903 -2.368 0.07 0.08 0.01
H 1.703 6.266 -2.988 -0.01 0.01 -0.03
H 1.677 6.393 -5.695 0.00 -0.01 0.01
H 1.059 3.894 -6.554 0.01 0.01 0.01
H 0.748 2.390 -4.325 0.03 0.00 -0.05
N -4.795 -7.542 8.430 -0.06 0.09 0.08
C -5.993 -7.810 9.045 -0.02 -0.04 -0.07
C -5.746 -8.038 10.370 0.03 0.04 -0.01
C -4.344 -7.896 10.569 -0.01 0.02 -0.03
C -3.788 -7.588 9.358 0.10 0.03 -0.01
H -4.674 -7.342 7.454 0.20 -0.23 -0.01
H -6.914 -7.818 8.487 -0.04 -0.09 0.09
H -6.484 -8.278 11.116 0.01 0.00 -0.01
H -3.808 -8.008 11.497 -0.01 0.00 -0.01
H -2.767 -7.400 9.074 0.00 -0.04 0.02
N -6.843 -6.353 6.174 0.06 -0.03 -0.16
C -7.852 -7.175 5.752 0.02 0.00 0.06
C -8.363 -6.656 4.593 0.00 -0.05 -0.01
C -7.630 -5.475 4.300 0.06 0.02 -0.04
C -6.699 -5.317 5.292 0.10 0.04 0.01
H -6.292 -6.488 7.003 -0.26 0.21 0.02
H -8.120 -8.056 6.311 -0.03 0.01 -0.03
H -9.171 -7.075 4.018 0.00 0.01 0.02
H -7.771 -4.818 3.458 -0.03 0.00 0.02
H -5.949 -4.559 5.448 -0.06 0.04 0.03
N -3.935 -4.872 -0.946 0.12 0.13 0.22
C -3.930 -4.817 -2.317 0.14 0.16 -0.09
C -3.756 -6.093 -2.786 0.10 -0.04 0.03
C -3.663 -6.950 -1.655 0.01 0.05 0.05
C -3.778 -6.169 -0.536 0.07 -0.02 -0.09
H -4.042 -4.083 -0.336 -0.27 -0.07 0.02
H -4.048 -3.877 -2.834 -0.11 -0.04 -0.03
H -3.702 -6.382 -3.823 0.01 -0.02 0.02
H -3.525 -8.018 -1.665 -0.02 0.01 -0.02
H -3.760 -6.422 0.511 -0.04 -0.04 -0.02
N -0.794 -3.805 -3.687 0.05 0.22 0.09
C 0.459 -4.031 -3.178 -0.05 0.04 0.10
C 1.372 -3.681 -4.137 0.02 0.06 0.06
C 0.643 -3.222 -5.267 -0.02 0.05 -0.01
C -0.688 -3.309 -4.959 -0.06 0.03 0.03
H -1.656 -3.980 -3.203 -0.04 -0.29 -0.11
H 0.591 -4.421 -2.182 0.02 -0.08 -0.05
H 2.443 -3.746 -4.041 -0.01 -0.02 -0.02
H 1.051 -2.870 -6.200 0.00 -0.03 0.00
H -1.566 -3.062 -5.533 0.03 -0.04 -0.04
N -0.880 -0.751 4.853 -0.01 0.28 -0.07
C -1.297 0.533 4.574 -0.08 -0.21 -0.11
C -1.019 1.305 5.667 0.02 0.00 -0.03
C -0.405 0.465 6.639 -0.02 0.03 -0.04
C -0.332 -0.792 6.109 0.07 -0.16 0.09
H -0.959 -1.540 4.242 0.02 -0.20 0.28
H -1.756 0.781 3.629 0.04 0.11 0.02
H -1.231 2.357 5.764 0.00 -0.01 0.00
H -0.058 0.753 7.617 0.01 -0.03 -0.01
H 0.060 -1.711 6.514 -0.04 0.02 0.05
N -6.107 -5.488 -4.991 -0.10 0.06 -0.09
C -5.612 -4.782 -6.055 0.05 -0.01 0.08
C -6.215 -5.253 -7.191 0.03 0.04 -0.03
C -7.114 -6.279 -6.797 -0.02 -0.02 0.02
C -7.026 -6.399 -5.435 0.02 -0.01 0.04
H -5.838 -5.357 -4.033 -0.05 -0.05 0.01
H -4.875 -4.009 -5.913 -0.01 0.00 -0.04
H -6.034 -4.900 -8.193 0.00 -0.01 0.01
H -7.751 -6.862 -7.440 0.01 0.01 0.01
H -7.536 -7.052 -4.747 0.00 0.00 -0.03
N -0.308 -0.987 10.678 0.08 -0.05 -0.03
C -0.482 -2.016 9.796 -0.12 0.03 -0.06
C 0.753 -2.535 9.505 -0.03 0.01 -0.04
C 1.710 -1.790 10.246 0.05 0.03 -0.01
C 1.024 -0.845 10.961 -0.03 0.07 -0.01
H -1.044 -0.422 11.060 0.01 -0.03 0.02
H -1.465 -2.289 9.452 0.02 -0.02 -0.01
H 0.949 -3.357 8.836 0.01 0.00 0.04
H 2.777 -1.933 10.254 -0.01 0.00 0.02
H 1.367 -0.087 11.644 0.02 -0.02 -0.01
N 5.684 7.343 -3.873 -0.01 0.03 -0.12
C 4.662 6.992 -4.713 0.07 0.04 0.09
C 4.851 7.646 -5.901 -0.04 -0.03 0.02
C 6.037 8.418 -5.776 0.03 0.06 -0.03
C 6.528 8.209 -4.516 0.04 0.05 0.12
H 5.799 7.017 -2.931 0.02 -0.01 -0.02
H 3.893 6.312 -4.394 0.02 -0.02 -0.04
H 4.212 7.578 -6.766 0.02 -0.01 0.00
H 6.479 9.054 -6.526 0.01 -0.02 0.01
H 7.402 8.598 -4.021 0.03 -0.05 -0.03
N 8.635 11.118 -5.060 0.06 0.03 0.00
C 9.863 10.568 -4.811 -0.08 -0.06 0.02
C 10.750 11.088 -5.717 0.02 -0.05 0.00
C 10.028 11.993 -6.542 -0.01 0.02 -0.07
C 8.728 11.990 -6.110 -0.09 -0.05 -0.01
H 7.794 10.913 -4.550 -0.01 0.03 -0.03
H 10.000 9.855 -4.015 0.03 0.01 -0.01
H 11.798 10.849 -5.781 -0.01 0.02 0.02
H 10.419 12.578 -7.358 0.00 -0.01 0.01
H 7.864 12.531 -6.459 0.03 0.01 -0.01
N 10.246 9.847 -9.550 0.00 0.00 -0.05
C 11.596 9.901 -9.759 -0.01 -0.03 0.08
C 11.810 10.033 -11.105 0.04 0.01 0.02
C 10.537 10.065 -11.734 -0.04 0.01 -0.03
C 9.593 9.951 -10.747 -0.05 -0.04 0.06
H 9.803 9.748 -8.653 0.04 0.09 0.02
H 12.285 9.840 -8.934 0.00 0.00 -0.02
H 12.772 10.100 -11.586 -0.01 0.00 0.01
H 10.337 10.161 -12.788 0.00 0.00 0.01
H 8.517 9.933 -10.794 0.01 0.00 -0.02
```
Forces are in eV/Å.

Multiplicity   1
E_HOMO   -0.32278 hartree
HOMO-LUMO gap   3.45 eV
Net charge   +1

These are the Mulliken partial charges, in e, on atoms 1 to 2: number 1, N, carries -0.345; number 2, C, carries -0.422

=====

Q: The lowest HOMO-LUMO gap belongs to which entry?
A: C57H77N16

=====

Q: Among the records above, which one has the highest net charge?
A: C57H77N16

=====

Q: E_HOMO of number 1 (C57H64N11O2SiY)?
A: -0.24862 hartree

=====

Q: Which of these has the lowest E_HOMO?
A: C57H77N16